[1]
The following is a quantum chemistry calculation of C19H32N3Pt as an isolated structure, from the Open Molecules 2025 dataset.

Geometry as ORCA input:
```
! wB97M-V def2-TZVPD RIJCOSX def2/J DEFGRID3
* xyz 1 5
C 1.223 3.273 -3.232
C 2.214 2.129 -3.120
C 0.027 3.049 -4.141
C 0.849 3.936 -1.902
H -0.194 3.791 -4.928
H -0.876 2.988 -3.506
H 0.007 2.077 -4.642
H 3.293 2.281 -3.301
H 1.923 1.285 -3.759
H 2.137 1.682 -2.114
H 1.300 4.924 -1.601
H 1.030 3.248 -1.046
H -0.245 4.069 -1.855
C -1.257 -1.955 -1.667
C -1.537 -1.167 -2.904
C -0.273 -0.610 -3.328
H -2.523 -1.043 -3.345
C 0.765 -1.192 -2.548
C 0.202 -2.010 -1.548
H 0.716 -2.719 -0.921
H -2.024 -2.444 -1.056
H -0.142 0.052 -4.174
H 1.822 -1.112 -2.763
C -1.656 1.165 1.358
C -2.515 0.204 0.671
C -3.074 0.924 -0.522
H -2.904 -0.727 1.065
C -2.221 2.120 -0.668
C -1.503 2.282 0.543
H -1.029 3.216 0.836
H -1.343 1.058 2.378
H -3.845 0.563 -1.182
H -2.324 2.820 -1.491
Pt -1.335 -0.138 -0.927
C 1.813 0.425 3.310
N 1.302 -0.931 3.386
C 0.923 -1.333 4.718
C 0.609 -1.469 2.300
N 0.442 -0.829 1.179
N 0.096 -2.722 2.503
C 1.018 -3.750 3.003
C -0.809 -3.235 1.503
H 2.451 0.582 4.173
H 1.008 1.163 3.314
H 2.405 0.541 2.403
H 0.418 -2.317 4.706
H 1.830 -1.401 5.352
H 0.232 -0.597 5.184
H 0.970 0.048 1.158
H 0.423 -4.540 3.482
H 1.599 -4.205 2.179
H 1.711 -3.327 3.733
H -1.522 -2.457 1.226
H -0.273 -3.568 0.605
H -1.338 -4.096 1.923
*
```

Values from the calculation:
Highest occupied orbital energy (spin up / spin down) ... -10.0 / -11.9 eV
F_max ... 3.474 eV Å⁻¹
<S²> ... 6.028
Lowest unoccupied orbital energy (spin up / spin down) ... -0.07682 / -0.21592 Eh

These are the Löwdin partial charges, in e, on atoms 1 to 6:
1 C -0.274
2 C -0.091
3 C -0.086
4 C -0.094
5 H 0.087
6 H 0.055



[2]
The following is a quantum chemistry calculation of one molecule with the formula C19H32N4O2, from the Open Molecules 2025 dataset.

Geometry as ORCA input:
```
! wB97M-V def2-TZVPD RIJCOSX def2/J DEFGRID3
* xyz 0 1
C -4.391 -2.210 -0.564
C -4.661 -0.711 -0.433
C -5.607 -0.245 -1.539
C -5.305 -0.448 0.935
O -5.528 0.938 1.107
C -3.336 0.075 -0.539
N -2.402 -0.307 0.510
C -2.134 0.728 1.487
C -1.168 1.809 0.981
C 0.137 1.149 0.549
N 1.061 2.139 0.034
N 0.629 3.342 -0.332
C 1.665 3.982 -0.837
C 2.808 3.180 -0.809
C 2.379 1.997 -0.234
N 3.137 0.841 -0.031
C 3.205 0.065 1.086
O 2.515 0.234 2.068
C 4.224 -1.057 0.979
C 3.897 -2.035 -0.169
C 5.251 -2.384 -0.784
C 6.026 -1.074 -0.691
C 5.655 -0.543 0.697
C -0.165 0.093 -0.518
C -1.174 -0.916 0.054
H -5.312 -2.777 -0.445
H -3.977 -2.432 -1.544
H -3.684 -2.527 0.197
H -5.143 -0.366 -2.516
H -5.854 0.803 -1.395
H -6.528 -0.824 -1.520
H -6.258 -0.994 0.994
H -4.636 -0.828 1.718
H -5.956 1.076 1.958
H -2.907 -0.113 -1.528
H -3.577 1.139 -0.475
H -1.700 0.245 2.369
H -3.081 1.186 1.773
H -0.974 2.537 1.768
H -1.602 2.338 0.133
H 0.606 0.669 1.415
H 1.559 4.986 -1.197
H 3.797 3.420 -1.145
H 3.870 0.711 -0.715
H 4.197 -1.580 1.937
H 3.266 -1.551 -0.917
H 3.366 -2.914 0.193
H 5.748 -3.149 -0.186
H 5.160 -2.750 -1.806
H 5.695 -0.390 -1.476
H 7.100 -1.212 -0.801
H 6.339 -0.953 1.440
H 5.722 0.544 0.759
H -0.583 0.583 -1.400
H 0.748 -0.429 -0.813
H -0.714 -1.418 0.912
H -1.410 -1.674 -0.695
*
```

Values from the calculation:
Highest occupied orbital energy ... -8.0 eV
ΔE to the lowest compared entry with this formula, charge and spin ... 0.144 eV
F_max ... 0.838 eV Å⁻¹
Lowest unoccupied orbital energy ... 0.02527 Eh

These are the Löwdin partial charges, in e, on atoms 1 to 6:
1 C -0.046
2 C -0.527
3 C -0.044
4 C -0.228
5 O -0.062
6 C -0.147



[3]
The following is a quantum chemistry calculation of a 2-piece molecular cluster, C19H33BBr2ClF3O8P overall, from the Open Molecules 2025 dataset.

Geometry as ORCA input:
```
! wB97M-V def2-TZVPD RIJCOSX def2/J DEFGRID3
* xyz -1 1
C 1.574 -3.735 5.444
C 2.309 -2.689 4.421
C 2.779 -3.390 2.976
O 3.091 -2.278 2.083
C 2.237 -2.191 0.903
O 2.602 -0.822 0.402
B 1.851 0.231 1.176
C 1.140 1.459 0.297
C 2.250 2.516 -0.284
C 2.589 2.366 -1.880
F 3.345 3.611 -2.280
Br 3.881 0.842 -2.276
C 1.277 2.311 -2.867
F 0.743 0.913 -3.068
F 1.686 2.794 -4.208
Br -0.184 3.584 -2.240
P 2.621 0.914 2.793
O 4.382 0.835 2.575
Cl 2.164 2.959 3.131
O 0.660 -0.583 1.609
C 0.631 -1.950 0.988
C -0.364 -2.942 1.812
C -0.701 -4.377 1.105
C 0.565 -5.136 0.399
O 1.139 -6.149 1.104
O 1.128 -4.872 -0.933
C -0.123 -1.703 -0.483
O -1.434 -1.007 -0.335
C -2.486 -1.683 -1.110
C -2.281 -1.643 -2.736
H 1.278 -3.099 6.410
H 0.568 -4.097 4.964
H 2.328 -4.591 5.709
H 1.528 -1.835 4.131
H 3.245 -2.124 4.887
H 2.012 -4.176 2.576
H 3.786 -3.995 3.188
H 2.594 -2.983 0.115
H 0.394 1.054 -0.534
H 0.437 2.024 1.078
H 1.914 3.615 0.032
H 3.261 2.317 0.309
H 4.618 1.051 1.625
H -1.403 -2.372 1.955
H -0.006 -3.190 2.923
H -1.598 -4.338 0.324
H -1.088 -5.098 1.972
H 2.086 -5.170 -1.001
H -0.304 -2.697 -1.077
H 0.524 -1.014 -1.207
H -2.679 -2.806 -0.794
H -3.498 -1.107 -0.875
H -1.746 -0.684 -3.141
H -3.346 -1.834 -3.213
H -1.617 -2.568 -3.074
C -5.055 5.342 -2.964
C -3.963 6.197 -3.552
C -2.939 6.214 -2.438
O -3.064 4.968 -1.739
C -4.266 4.319 -2.176
H -5.710 4.889 -3.713
H -5.672 5.942 -2.286
H -3.543 5.706 -4.438
H -4.295 7.197 -3.842
H -3.142 7.020 -1.724
H -1.917 6.327 -2.810
H -3.978 3.470 -2.805
H -4.817 3.941 -1.310
*
```

Values from the calculation:
Highest occupied orbital energy ... -4.3 eV
F_max ... 8.217 eV Å⁻¹
Lowest unoccupied orbital energy ... 0.08537 Eh

These are the Löwdin partial charges, in e, on atoms 1 to 6:
1 C -0.153
2 C -0.226
3 C -0.186
4 O -0.131
5 C -0.189
6 O -0.084



[4]
The following is a quantum chemistry calculation of a 3-piece molecular cluster, C19H33BCl2N6O5S overall, from the Open Molecules 2025 dataset.

Geometry as ORCA input:
```
! wB97M-V def2-TZVPD RIJCOSX def2/J DEFGRID3
* xyz 0 1
C 1.504 -0.571 3.707
B 1.150 -1.699 2.565
O 1.999 -2.889 2.591
C -0.088 -1.471 1.531
Cl -1.573 -1.086 2.601
C -0.440 -2.927 0.893
N -0.738 -4.012 0.450
C 0.137 -0.417 0.338
C -0.365 -1.143 -1.028
N -0.832 -1.695 -1.998
C -0.820 0.911 0.449
C -0.372 1.922 1.618
S -1.832 3.050 2.039
C -3.276 1.981 2.447
N -3.675 1.294 3.644
N -4.826 0.652 3.224
C -5.140 0.903 1.837
O -4.133 1.783 1.317
C 1.626 0.131 0.112
C 2.661 -0.883 -0.569
O 3.624 -0.353 -1.210
Cl 2.588 -2.697 -0.572
H 2.419 -0.936 4.318
H 1.782 0.451 3.260
H 0.642 -0.470 4.454
H 1.501 -3.658 2.957
H -1.936 0.650 0.443
H -0.633 1.477 -0.550
H 0.522 2.589 1.366
H -0.131 1.384 2.617
H -5.984 0.511 1.181
H 2.101 0.634 1.045
H 1.525 1.009 -0.644
C -5.464 6.148 -2.081
O -4.598 5.382 -1.260
C -3.513 6.118 -0.699
C -3.880 6.936 0.556
C -4.658 8.214 0.247
N -4.647 6.134 1.519
H -4.929 6.921 -2.638
H -6.259 6.590 -1.478
H -5.937 5.470 -2.797
H -2.771 5.367 -0.405
H -3.034 6.743 -1.463
H -2.942 7.239 1.034
H -5.707 8.022 0.015
H -4.643 8.884 1.111
H -4.213 8.750 -0.596
H -4.080 5.336 1.802
H -5.423 5.710 1.009
C 5.893 -7.342 -0.726
O 5.556 -5.973 -0.873
C 5.864 -5.423 -2.151
C 4.824 -5.734 -3.247
C 4.908 -7.161 -3.782
N 3.455 -5.480 -2.780
H 6.802 -7.605 -1.275
H 5.059 -7.970 -1.043
H 6.063 -7.536 0.337
H 5.884 -4.337 -2.005
H 6.876 -5.711 -2.462
H 5.028 -5.063 -4.089
H 4.469 -7.893 -3.101
H 4.364 -7.243 -4.727
H 5.946 -7.450 -3.971
H 3.376 -4.497 -2.522
H 3.342 -5.972 -1.893
*
```

Values from the calculation:
Highest occupied orbital energy ... -9.1 eV
F_max ... 7.095 eV Å⁻¹
Lowest unoccupied orbital energy ... -0.02315 Eh

These are the Löwdin partial charges, in e, on atoms 1 to 6:
1 C -0.041
2 B -0.467
3 O 0.029
4 C -0.513
5 Cl 0.724
6 C -0.236